114
Properties=species:S:1:pos:R:3:mulliken_charge:R:1 method="wB97M-V/def2-TZVPD" max_force_ev_per_a=4.9 total_energy_ev=-79292.976 molar_mass_g_mol=775.229 lumo_ha=-0.1542 orbital_gap_ev=9.9 homo_ha=-0.518 total_charge=+2
F 2.11 -2.52 4.40 -0.420
F 3.71 -1.54 3.26 0.042
F 3.04 -3.53 2.57 -0.466
F -1.34 1.54 -1.96 -0.121
F -1.23 3.46 -0.75 -0.347
F -0.45 1.46 0.18 -0.530
F -0.36 -4.38 0.20 -0.466
F 4.24 -3.36 4.55 -0.319
F -0.31 -4.16 -2.09 -0.339
F 1.27 -3.09 -0.78 -0.332
F -0.95 -2.41 -0.81 -0.064
F 0.71 2.46 -1.44 -0.306
O 5.44 0.91 0.70 -0.365
O -1.72 -2.59 3.03 -0.456
O -1.59 3.70 2.19 -0.453
O -4.30 -0.16 -0.45 -0.184
O 3.34 -1.68 -1.70 -0.435
N -2.63 1.72 1.73 1.116
N 3.88 3.14 1.72 0.357
N -4.79 0.38 -3.60 0.332
N 0.24 -3.86 2.77 0.563
N 3.39 -3.93 -1.57 0.023
C -0.59 -2.60 2.79 -0.012
C 2.68 4.00 2.06 -0.398
C -3.58 1.23 -3.33 -0.116
C -5.31 -0.58 -1.34 -1.105
C -0.40 -4.90 3.57 -0.836
C 4.71 3.84 0.68 -1.047
C -4.83 -0.82 -2.76 -0.407
C 6.22 -0.26 0.61 -0.531
C 2.89 -2.60 -2.20 0.974
C 2.92 -5.24 -2.11 -0.913
C -3.75 4.01 1.17 -1.155
C -2.78 1.28 3.13 -0.902
C 2.02 -2.80 -3.47 -1.256
C -3.25 -0.72 -5.34 -1.148
C -6.12 1.17 -3.52 -1.074
C 4.31 0.64 1.55 -0.739
C -3.61 -1.28 0.08 -0.293
C 4.20 2.52 4.33 -1.262
C 1.77 4.38 0.95 -1.364
C -4.66 -0.17 -4.99 -0.468
C -2.60 3.21 1.76 0.703
C -3.55 2.46 -4.20 -1.386
C 3.38 1.80 1.37 -0.532
C 4.74 3.07 2.97 -0.581
C 0.19 -1.38 2.29 0.247
B -0.13 -3.53 -0.88 -0.012
B -0.59 2.27 -0.97 0.205
B 3.32 -2.74 3.71 0.062
H 0.30 -5.71 3.81 0.342
H -4.14 4.47 2.08 0.396
H 4.42 -3.83 -1.57 0.413
H -4.67 3.42 0.72 0.237
H -3.86 -1.32 -2.82 0.175
H 2.49 1.66 2.02 0.158
H -1.29 -5.27 3.06 0.340
H 0.98 5.02 1.43 0.406
H -3.54 1.98 3.49 0.403
H 3.71 -0.15 1.09 0.346
H 0.15 -4.21 1.76 0.412
H 2.63 -2.71 -4.41 0.350
H 5.73 -1.10 0.05 0.009
H 5.09 2.71 4.94 0.424
H -3.64 2.30 -5.30 0.268
H -2.45 0.02 -5.49 0.316
H 3.38 3.10 4.76 0.330
H -6.13 1.67 -4.51 0.446
H 2.21 3.52 2.91 0.425
H 0.17 -0.59 3.04 0.477
H 5.68 3.36 0.70 0.405
H -1.81 1.55 3.54 0.381
H -5.62 -1.57 -1.04 0.516
H -4.98 0.58 -5.69 0.434
H 1.49 -3.75 -3.52 0.394
H 2.32 4.96 0.24 0.373
H 4.71 4.86 0.97 0.414
H 3.09 -3.87 -0.62 0.205
H 5.09 4.10 3.16 0.616
H -5.59 -1.52 -3.13 0.479
H 1.26 -3.70 2.95 0.083
H -4.16 -1.82 0.87 0.307
H -6.96 0.46 -3.52 0.341
H -3.39 4.68 0.40 0.326
H 3.00 -5.24 -3.19 0.400
H -4.40 3.15 -4.00 0.323
H -2.63 -1.03 0.44 -0.481
H -6.05 1.84 -2.66 0.402
H -0.73 -4.46 4.51 0.371
H -2.67 3.02 -3.96 0.485
H 7.09 -0.04 -0.01 0.370
H -6.15 0.08 -1.31 0.481
H -2.93 -1.38 -4.52 0.348
H -3.50 1.54 1.19 0.017
H 3.14 4.95 2.43 0.383
H -0.35 -1.00 1.42 -0.349
H -3.55 1.47 -2.29 0.319
H -3.40 -2.01 -0.71 0.503
H 1.27 3.60 0.36 0.313
H 1.21 -1.47 1.96 0.050
H -1.74 1.45 1.19 -0.149
H 6.58 -0.66 1.57 0.325
H 3.44 -6.04 -1.61 0.373
H 1.90 -5.41 -1.77 0.277
H 3.90 1.50 4.39 0.306
H -2.95 0.20 3.23 0.266
H -2.66 0.68 -3.58 0.137
H 1.27 -2.01 -3.48 0.280
H 5.58 2.48 2.70 0.507
H -5.34 -0.98 -5.16 0.584
H -3.31 -1.32 -6.26 0.422
H 4.62 0.35 2.55 0.494
H 4.23 3.72 -0.27 0.371
H 3.10 1.88 0.34 0.446